Entry 1:
91
Properties=species:S:1:pos:R:3:forces:R:3:mulliken_charge:R:1 method="wB97M-V/def2-TZVPD" orbital_gap_ev=6.8 fmax_ev_per_a=0.96 relative_energy_ev=0.292 e_lumo_ev=-0.087 homo_energy_ev=-6.9
La 0.252 -0.443 -0.909 0.17 -0.93 -0.15 1.143
I -1.654 2.292 -1.931 0.12 -0.08 0.09 0.193
C -2.919 0.977 -2.958 0.07 -0.07 -0.07 0.386
C -4.163 1.455 -3.245 -0.16 -0.15 -0.15 -0.795
C -5.049 0.664 -4.013 0.05 0.10 0.07 -0.587
C -4.633 -0.543 -4.487 0.09 -0.06 0.01 -0.838
C -3.334 -1.035 -4.196 -0.03 -0.10 -0.07 0.970
C -2.900 -2.275 -4.742 -0.10 0.14 0.01 -0.894
C -1.660 -2.748 -4.457 0.19 -0.05 0.17 -1.577
C -0.815 -2.034 -3.560 -0.14 -0.02 -0.08 0.488
C -1.151 -0.823 -2.989 -0.53 0.10 -0.77 -0.238
C -2.437 -0.300 -3.374 -0.07 0.07 0.01 0.508
H -4.470 2.433 -2.899 -0.01 -0.02 -0.01 0.395
H -6.043 1.034 -4.230 0.04 -0.01 0.01 0.380
H -5.294 -1.152 -5.096 0.04 0.02 0.02 0.344
H -3.573 -2.821 -5.396 0.02 0.02 0.02 0.334
H -1.321 -3.680 -4.898 0.00 0.01 0.04 0.399
H 0.152 -2.489 -3.335 -0.07 0.02 0.00 0.224
S -2.288 -0.403 0.565 -0.03 -0.14 0.03 -0.427
C -1.550 -1.617 1.571 0.04 0.06 -0.03 0.318
C -2.080 -1.989 2.823 -0.11 0.09 -0.01 -0.760
C -1.441 -2.935 3.583 0.00 -0.02 0.05 -0.263
C -0.260 -3.514 3.111 -0.02 0.02 -0.01 -0.966
C 0.210 -3.093 1.889 -0.03 0.15 -0.06 -0.197
N -0.412 -2.181 1.125 -0.02 -0.11 0.05 0.142
H -2.987 -1.504 3.159 0.01 -0.02 0.01 0.464
H -1.846 -3.220 4.547 0.01 0.00 -0.03 0.386
H 0.281 -4.257 3.681 -0.01 0.02 0.00 0.429
H 1.143 -3.486 1.503 -0.02 0.00 -0.03 0.229
N 3.439 -0.675 -5.088 0.05 -0.16 -0.09 -0.053
C 3.454 -2.054 -5.146 0.00 0.11 -0.01 -1.043
C 2.859 -2.471 -3.995 -0.13 0.06 0.12 -0.277
N 2.472 -1.386 -3.240 0.05 -0.19 -0.02 0.374
C 2.836 -0.335 -3.921 -0.06 0.31 0.09 -0.149
C 2.631 1.017 -3.412 0.04 -0.22 -0.18 -0.028
N 1.907 1.271 -2.353 -0.10 0.34 0.32 0.557
C 2.009 2.631 -2.137 -0.07 -0.18 0.13 -0.485
C 2.796 3.194 -3.088 0.07 -0.14 -0.12 -0.835
N 3.188 2.147 -3.903 0.08 0.24 -0.06 -0.074
H 3.753 -0.059 -5.816 -0.01 0.00 0.00 0.169
H 3.871 -2.588 -5.982 -0.02 0.04 0.05 0.432
H 2.677 -3.484 -3.666 0.01 0.10 0.00 0.377
H 1.523 3.100 -1.298 0.01 -0.05 -0.05 0.356
H 3.113 4.208 -3.259 -0.02 -0.06 -0.01 0.424
H 3.814 2.222 -4.685 0.00 0.00 0.01 0.172
C -4.226 5.132 3.407 0.06 0.00 0.01 -1.448
C -2.720 5.238 3.383 -0.05 -0.06 -0.01 1.111
C -2.096 6.414 3.782 0.02 -0.03 -0.01 -0.762
C -0.712 6.527 3.769 -0.02 -0.03 -0.01 -0.810
C 0.057 5.455 3.349 0.01 0.07 0.02 -0.422
C -0.552 4.273 2.948 0.07 -0.14 -0.05 -1.024
N 0.287 3.196 2.507 -0.12 -0.10 0.32 0.113
C 0.583 2.133 3.353 -0.07 0.35 -0.16 1.245
C 0.415 2.253 4.740 0.02 -0.04 0.09 -0.773
C 0.754 1.213 5.587 -0.04 0.06 -0.01 -0.618
C 1.273 0.019 5.094 -0.02 0.07 -0.09 -0.927
C 1.447 -0.104 3.729 0.00 -0.02 0.04 -0.738
C 1.110 0.926 2.851 0.04 -0.01 -0.07 -0.338
C 1.283 0.673 1.400 0.24 0.12 0.11 1.462
O 0.702 1.434 0.541 0.23 0.27 0.34 -0.810
O 1.921 -0.336 1.001 0.26 0.18 0.27 -0.609
C -1.944 4.145 2.963 -0.10 -0.04 -0.04 1.637
C -2.615 2.862 2.550 0.00 -0.04 0.04 -1.055
H -4.674 6.022 3.849 0.04 0.00 0.00 0.387
H -4.557 4.264 3.983 0.03 0.02 -0.01 0.307
H -4.637 5.015 2.401 0.05 0.00 0.02 0.305
H -2.704 7.251 4.107 0.03 -0.03 -0.01 0.354
H -0.238 7.448 4.083 0.00 0.00 0.00 0.397
H 1.139 5.511 3.321 -0.04 0.01 0.01 0.493
H 0.169 2.898 1.546 0.02 0.00 0.03 0.276
H 0.017 3.175 5.144 0.00 -0.04 -0.01 0.416
H 0.607 1.339 6.653 0.00 0.00 -0.02 0.400
H 1.527 -0.796 5.759 0.00 0.01 0.00 0.421
H 1.838 -1.017 3.300 0.01 0.00 -0.01 0.387
H -3.030 2.344 3.421 0.01 0.04 -0.03 0.317
H -1.941 2.164 2.058 0.01 0.03 0.01 -0.460
H -3.446 3.047 1.867 0.02 0.01 0.01 0.446
C 3.994 -6.482 -0.355 -0.01 0.05 -0.02 -1.491
C 3.201 -5.219 -0.555 0.06 -0.08 0.02 0.965
C 3.734 -3.967 -0.270 0.06 -0.01 0.02 -1.144
C 2.957 -2.833 -0.432 -0.08 -0.08 -0.05 -0.563
N 1.691 -2.880 -0.853 0.03 0.08 -0.01 1.441
C 1.175 -4.078 -1.129 -0.07 0.07 -0.03 -0.577
C 1.885 -5.258 -1.004 -0.05 -0.03 -0.01 -1.138
H 5.065 -6.287 -0.366 -0.01 0.02 0.00 0.401
H 3.767 -7.217 -1.127 -0.01 0.02 0.00 0.384
H 3.749 -6.936 0.608 -0.01 0.02 0.00 0.278
H 4.754 -3.869 0.085 -0.03 -0.01 -0.01 0.393
H 3.350 -1.851 -0.199 -0.02 0.01 0.00 0.386
H 0.139 -4.089 -1.454 0.03 -0.01 0.01 0.431
H 1.406 -6.201 -1.244 0.03 0.04 0.01 0.445

Entry 2:
94
Properties=species:S:1:pos:R:3:forces:R:3:mulliken_charge:R:1 method="wB97M-V/def2-TZVPD" orbital_gap_ev=7.2 fmax_ev_per_a=0.99 relative_energy_ev=0.679 total_charge=+1 e_lumo_ev=-2.715 homo_energy_ev=-9.9
Ir 1.147 1.317 -1.734 0.97 0.03 -0.22 2.884
C -7.027 0.109 9.150 0.00 0.00 0.00 -0.843
O -7.239 -0.371 7.831 -0.01 0.01 0.01 -0.463
C -6.273 -0.156 6.915 0.01 0.00 0.00 0.947
C -5.068 0.489 7.178 -0.01 0.00 0.00 -0.668
C -4.147 0.653 6.154 0.00 0.00 0.00 -0.742
C -4.402 0.189 4.871 -0.01 0.00 0.00 0.211
C -5.616 -0.460 4.622 0.00 0.00 0.00 -0.501
C -6.538 -0.631 5.627 0.00 0.00 0.00 -0.610
C -3.448 0.349 3.774 0.02 0.01 0.00 0.299
N -3.600 -0.142 2.564 0.02 -0.02 -0.01 -0.830
C -2.486 0.247 1.872 0.04 -0.01 -0.01 0.599
C -1.640 0.985 2.673 -0.02 -0.02 -0.03 0.412
N -2.269 1.039 3.893 -0.02 -0.01 0.00 -0.108
C -0.384 1.492 2.226 0.03 -0.02 -0.02 0.352
C 0.577 2.155 3.006 0.01 0.00 0.01 -0.780
C 1.774 2.509 2.439 -0.04 0.01 0.01 -1.164
C 2.006 2.255 1.082 -0.11 0.18 0.01 -0.388
N 1.090 1.675 0.324 0.05 -0.14 0.04 -0.506
C -0.073 1.250 0.881 0.05 -0.15 0.05 0.454
C -0.931 0.454 0.040 -0.08 0.01 0.04 -0.016
N -0.478 0.190 -1.215 0.01 -0.21 0.05 -0.222
C -1.201 -0.584 -2.006 0.03 0.13 -0.13 -0.360
C -2.423 -1.127 -1.598 -0.06 0.01 0.12 -1.344
C -2.900 -0.868 -0.338 0.01 -0.04 -0.08 -0.738
C -2.136 -0.063 0.518 0.03 0.07 0.04 0.839
H -7.920 -0.151 9.709 0.00 0.00 0.00 0.246
H -6.896 1.193 9.158 0.00 0.00 0.00 0.345
H -6.159 -0.371 9.608 0.00 0.00 0.00 0.343
H -4.837 0.860 8.165 0.00 0.00 0.00 0.416
H -3.215 1.152 6.394 0.00 0.00 0.00 0.225
H -5.819 -0.823 3.624 0.00 0.00 0.00 0.482
H -7.481 -1.129 5.445 0.00 0.00 0.00 0.431
H -1.959 1.530 4.712 0.00 0.00 0.00 0.200
H 0.386 2.365 4.051 0.00 0.00 0.00 0.464
H 2.545 2.997 3.016 0.00 0.00 0.00 0.511
H 2.925 2.544 0.583 -0.02 -0.03 0.03 0.705
H -0.792 -0.784 -2.984 -0.10 0.09 0.06 0.607
H -2.972 -1.750 -2.289 -0.01 -0.01 -0.01 0.506
H -3.838 -1.275 0.015 0.00 0.00 0.00 0.610
O 2.759 -0.144 -1.551 -0.88 -0.28 0.26 -0.835
S 4.271 0.039 -1.533 0.26 0.07 -0.28 0.327
C 4.961 -1.660 -1.613 -0.06 0.10 0.23 -1.186
C 4.052 -2.767 -2.122 -0.05 0.12 -0.14 -0.445
C 3.099 -3.303 -1.064 -0.04 -0.06 0.08 0.076
C 2.191 -4.398 -1.620 0.18 -0.04 -0.11 -0.960
S 0.586 -3.755 -2.207 -0.01 -0.20 0.06 -0.003
O 0.787 -2.313 -2.535 0.24 -0.16 -0.03 -0.211
C -0.221 -3.843 -0.612 -0.15 0.10 -0.01 0.793
C -0.022 -2.854 0.340 0.01 0.01 0.04 0.149
C -0.639 -2.976 1.575 0.02 0.01 0.04 -0.755
C -1.460 -4.065 1.844 -0.01 0.05 0.03 -0.711
C -1.675 -5.033 0.875 0.00 -0.01 0.00 -0.646
C -1.056 -4.922 -0.362 0.05 -0.01 -0.03 -0.428
C 4.719 0.517 -3.188 -0.02 0.14 0.01 0.821
C 5.786 1.391 -3.332 0.05 0.01 -0.01 -0.415
C 6.181 1.764 -4.610 0.00 0.00 0.02 -0.644
C 5.501 1.272 -5.715 -0.03 -0.02 0.00 -0.523
C 4.423 0.408 -5.553 0.04 0.02 -0.01 -1.158
C 4.024 0.026 -4.284 0.04 -0.09 0.06 -0.255
H 5.313 -1.875 -0.602 -0.02 -0.01 -0.01 0.587
H 5.828 -1.532 -2.259 0.08 -0.02 0.08 0.549
H 4.701 -3.582 -2.456 -0.01 0.02 -0.06 0.563
H 3.486 -2.429 -2.991 -0.01 -0.03 0.02 0.037
H 2.505 -2.479 -0.671 0.00 0.02 0.01 -0.490
H 3.678 -3.716 -0.234 -0.01 0.01 0.01 0.548
H 1.962 -5.164 -0.881 -0.05 -0.03 -0.03 0.490
H 2.649 -4.892 -2.481 0.01 0.03 0.01 0.524
H 0.600 -1.999 0.105 -0.02 0.01 -0.01 -0.131
H -0.478 -2.218 2.333 -0.03 0.01 0.00 0.476
H -1.940 -4.154 2.810 0.00 0.02 0.00 0.442
H -2.327 -5.872 1.080 0.00 0.00 0.00 0.428
H -1.218 -5.670 -1.129 -0.01 0.00 0.00 0.450
H 6.290 1.782 -2.457 -0.02 0.02 -0.01 0.426
H 7.010 2.446 -4.740 0.00 0.00 0.00 0.432
H 5.808 1.567 -6.710 0.00 0.00 0.00 0.413
H 3.892 0.037 -6.419 -0.01 0.00 0.00 0.465
H 3.176 -0.632 -4.139 0.07 0.03 -0.04 0.364
O -0.250 2.702 -2.029 -0.04 0.22 0.02 -0.555
N -0.229 3.216 -3.287 -0.01 0.00 0.08 0.189
C -0.759 4.449 -3.410 -0.02 0.00 -0.04 -0.191
C -0.874 5.032 -4.639 0.00 0.00 0.02 -0.874
C -0.421 4.323 -5.758 0.00 -0.01 -0.02 -0.220
C 0.134 3.080 -5.598 0.00 0.01 -0.02 -0.866
C 0.252 2.503 -4.325 -0.06 -0.05 0.03 0.956
S 0.968 0.968 -4.030 -0.20 0.13 -0.01 -0.574
H -1.070 4.894 -2.478 0.00 0.00 0.00 0.477
H -1.299 6.020 -4.722 0.00 0.00 0.00 0.427
H -0.496 4.759 -6.745 0.00 0.00 0.00 0.410
H 0.512 2.517 -6.439 -0.01 0.00 0.00 0.464
O 4.152 2.967 -0.822 0.21 -0.20 -0.09 -0.629
C 3.547 3.297 -1.832 -0.37 0.30 0.20 -0.138
O 2.478 2.779 -2.318 0.00 0.00 -0.26 -0.603
H 3.874 4.175 -2.414 0.10 -0.11 -0.08 0.359